Here is one molecule with the formula C19H15F3N2O5 at a distorted geometry from OMol25. Energies are from ωB97M-V/def2-TZVPD.

XYZ file:
```
44
Properties=species:S:1:pos:R:3:lowdin_charge:R:1
C 8.682 -2.550 -0.483 -0.06
C 8.020 -1.282 0.019 -0.22
O 6.607 -1.413 -0.154 -0.01
C 5.864 -0.383 0.252 -0.46
O 6.319 0.621 0.744 0.12
C 4.412 -0.610 0.030 -0.09
C 3.909 -1.794 -0.510 -0.07
N 2.620 -1.999 -0.710 0.08
C 1.767 -1.048 -0.386 -0.08
C 2.155 0.180 0.166 -0.20
C 1.191 1.159 0.493 0.03
C 0.392 2.009 0.787 0.06
C -0.638 2.977 1.100 -0.15
O -1.917 2.503 0.659 0.00
C -2.477 3.157 -0.369 -0.54
O -2.016 4.140 -0.893 0.10
N -3.667 2.627 -0.783 0.16
C -4.402 1.510 -0.394 -0.22
C -3.940 0.544 0.500 0.00
C -4.733 -0.539 0.821 0.01
C -5.993 -0.676 0.257 -0.20
O -6.707 -1.820 0.662 0.14
C -7.914 -2.053 0.195 -0.74
F -8.816 -1.096 0.484 0.16
F -7.974 -2.206 -1.141 0.16
F -8.373 -3.180 0.727 0.18
C -6.467 0.268 -0.637 0.00
C -5.668 1.351 -0.955 -0.01
C 3.515 0.394 0.375 0.07
H 8.451 -2.702 -1.534 0.08
H 8.324 -3.408 0.079 0.08
H 9.758 -2.471 -0.364 0.08
H 8.362 -0.403 -0.538 0.13
H 8.230 -1.113 1.081 0.13
H 4.570 -2.602 -0.790 0.12
H 0.723 -1.262 -0.570 0.12
H -0.422 3.934 0.608 0.13
H -0.706 3.120 2.184 0.14
H -4.091 3.183 -1.516 0.16
H -2.964 0.636 0.942 0.11
H -4.388 -1.291 1.509 0.13
H -7.441 0.186 -1.093 0.12
H -6.039 2.085 -1.654 0.12
H 3.881 1.319 0.796 0.14
```

The SMILES is CCOC(=O)c1cncc(C#CCOC(=O)Nc2ccc(OC(F)(F)F)cc2)c1. Its relative energy (zero: lowest compared OMol25 entry of this formula, charge and spin) is 0.0 kcal per mole.